{"formula": "C20H57N5O6", "method": "the ωB97M-V functional and the def2-TZVPD basis", "elements": ["C", "O", "C", "C", "C", "N", "H", "H", "H", "H", "H", "H", "H", "H", "H", "H", "H", "C", "O", "C", "C", "C", "N", "H", "H", "H", "H", "H", "H", "H", "H", "H", "H", "H", "C", "O", "C", "C", "C", "N", "H", "H", "H", "H", "H", "H", "H", "H", "H", "H", "H", "C", "O", "C", "C", "C", "N", "H", "H", "H", "H", "H", "H", "H", "H", "H", "H", "H", "C", "O", "C", "C", "C", "N", "H", "H", "H", "H", "H", "H", "H", "H", "H", "H", "H", "O", "H", "H"], "coordinates": [[-7.467, 5.289, 1.645], [-6.755, 4.222, 1.105], [-7.695, 3.238, 0.645], [-7.169, 1.818, 0.376], [-6.237, 1.736, -0.790], [-8.322, 0.905, 0.290], [-7.836, 4.869, 2.580], [-8.307, 5.749, 1.124], [-6.812, 6.057, 2.057], [-8.476, 3.096, 1.392], [-8.118, 3.666, -0.264], [-6.632, 1.431, 1.242], [-5.386, 2.417, -0.780], [-6.772, 2.002, -1.702], [-5.784, 0.758, -0.956], [-8.139, -0.088, 0.302], [-8.674, 1.030, -0.649], [0.056, -4.307, -4.618], [-0.295, -3.238, -5.566], [0.729, -2.797, -6.431], [0.127, -1.891, -7.594], [-0.701, -0.724, -7.028], [-0.811, -2.666, -8.428], [0.439, -5.182, -5.142], [-0.813, -4.662, -4.064], [0.752, -3.821, -3.933], [1.524, -2.186, -6.006], [1.227, -3.658, -6.876], [1.011, -1.600, -8.162], [-0.029, -0.189, -6.357], [-1.556, -0.952, -6.393], [-1.165, -0.144, -7.826], [-1.328, -3.310, -7.847], [-1.579, -2.077, -8.716], [4.541, 3.925, 6.177], [3.644, 3.717, 5.117], [2.319, 3.191, 5.531], [1.422, 3.146, 4.293], [-0.073, 2.867, 4.626], [1.794, 2.163, 3.255], [5.436, 4.437, 5.823], [4.854, 2.960, 6.578], [4.120, 4.338, 7.094], [2.310, 2.245, 6.074], [1.790, 3.917, 6.149], [1.386, 4.148, 3.866], [-0.363, 3.600, 5.378], [-0.304, 1.866, 4.990], [-0.651, 3.056, 3.722], [2.752, 2.129, 3.573], [1.373, 1.247, 3.316], [-2.388, -4.447, 1.520], [-1.011, -3.975, 1.577], [-0.796, -3.358, 2.814], [0.748, -3.374, 3.109], [1.363, -4.806, 3.251], [1.198, -2.663, 4.263], [-2.651, -5.208, 2.254], [-2.590, -4.933, 0.565], [-3.223, -3.747, 1.558], [-1.102, -2.313, 2.877], [-1.328, -3.885, 3.606], [1.218, -3.070, 2.173], [0.714, -5.563, 2.811], [1.352, -5.200, 4.268], [2.403, -4.778, 2.928], [0.757, -3.012, 5.102], [2.136, -2.983, 4.458], [6.729, -0.948, -2.668], [6.249, -0.800, -1.341], [4.984, -0.145, -1.261], [5.155, 1.359, -1.666], [6.281, 1.913, -0.966], [3.978, 2.146, -1.499], [6.872, 0.007, -3.174], [6.015, -1.511, -3.269], [7.657, -1.519, -2.635], [4.252, -0.705, -1.843], [4.564, -0.233, -0.259], [5.430, 1.431, -2.718], [7.203, 1.411, -1.260], [6.139, 1.977, 0.112], [6.483, 2.949, -1.239], [3.821, 2.206, -0.503], [3.261, 1.562, -1.903], [-0.386, -0.416, -1.457], [-0.028, 0.066, -0.712], [-0.815, -1.177, -1.068]], "lowdin_charge": [-0.150, -0.175, -0.192, -0.439, -0.079, 0.030, 0.082, 0.091, 0.087, 0.114, 0.128, 0.137, 0.081, 0.077, 0.075, 0.069, 0.063, -0.055, -0.211, -0.212, -0.385, -0.080, 0.016, 0.081, 0.079, 0.085, 0.113, 0.114, 0.124, 0.073, 0.076, 0.071, 0.059, 0.050, -0.136, -0.188, -0.162, -0.436, -0.071, 0.038, 0.090, 0.077, 0.081, 0.130, 0.115, 0.132, 0.068, 0.073, 0.076, 0.050, 0.060, -0.098, -0.168, -0.221, -0.418, -0.069, 0.018, 0.083, 0.081, 0.083, 0.120, 0.117, 0.129, 0.068, 0.066, 0.077, 0.072, 0.065, -0.108, -0.205, -0.173, -0.514, -0.088, 0.055, 0.076, 0.085, 0.092, 0.115, 0.123, 0.129, 0.085, 0.094, 0.090, 0.074, 0.071, -0.051, 0.026, 0.022], "e_tot_ha": -1521.200811, "gap_ev": 9.13, "smiles": "COC[C@H](C)N.COC[C@H](C)N.COC[C@H](C)N.COC[C@H](C)N.COC[C@H](C)N.O", "homo_energy_ev": -8.917, "multiplicity": 1}

{"formula": "C20H58N8O7", "method": "the ωB97M-V functional and the def2-TZVPD basis", "elements": ["C", "C", "O", "H", "H", "H", "H", "H", "H", "C", "O", "N", "N", "H", "H", "H", "H", "C", "O", "N", "N", "H", "H", "H", "H", "C", "C", "C", "O", "C", "N", "H", "H", "H", "H", "H", "H", "H", "H", "H", "H", "H", "C", "C", "C", "O", "C", "N", "H", "H", "H", "H", "H", "H", "H", "H", "H", "H", "H", "C", "C", "C", "O", "C", "N", "H", "H", "H", "H", "H", "H", "H", "H", "H", "H", "H", "C", "C", "C", "O", "C", "N", "H", "H", "H", "H", "H", "H", "H", "H", "H", "H", "H"], "coordinates": [[0.228, 4.018, -5.351], [-1.131, 4.672, -5.035], [-2.220, 4.191, -5.831], [0.504, 3.149, -4.753], [1.051, 4.727, -5.265], [0.182, 3.645, -6.374], [-1.194, 5.760, -5.060], [-1.319, 4.344, -4.013], [-2.353, 4.734, -6.612], [1.999, -3.742, -3.261], [0.796, -3.800, -3.067], [2.619, -2.627, -3.393], [2.776, -4.748, -3.401], [2.097, -1.783, -3.204], [3.579, -2.682, -3.702], [2.447, -5.703, -3.424], [3.773, -4.597, -3.338], [3.035, -2.453, 1.883], [2.105, -2.792, 2.639], [3.060, -2.115, 0.632], [4.182, -2.295, 2.449], [2.196, -2.371, 0.176], [3.916, -1.847, 0.169], [4.250, -2.583, 3.415], [4.841, -1.794, 1.871], [-3.378, -1.870, -5.111], [-2.376, -1.863, -4.105], [-2.649, -3.102, -3.210], [-3.898, -3.052, -2.506], [-3.960, -2.330, -1.267], [-1.095, -1.992, -4.812], [-3.417, -2.756, -5.745], [-3.182, -1.046, -5.797], [-4.391, -1.710, -4.741], [-2.594, -0.893, -3.656], [-1.804, -3.274, -2.543], [-2.583, -4.000, -3.823], [-4.989, -1.994, -1.140], [-3.341, -1.437, -1.353], [-3.602, -2.911, -0.417], [-0.833, -1.024, -4.932], [-0.395, -2.425, -4.228], [1.384, 5.798, 3.465], [0.836, 4.746, 2.571], [-0.062, 5.378, 1.345], [-0.239, 4.298, 0.518], [-0.770, 4.622, -0.749], [1.962, 3.928, 2.040], [0.593, 6.432, 3.865], [2.166, 6.385, 2.984], [1.962, 5.299, 4.243], [0.133, 4.136, 3.138], [0.467, 6.193, 0.850], [-0.981, 5.846, 1.698], [-1.783, 5.021, -0.692], [-0.715, 3.692, -1.314], [-0.205, 5.328, -1.357], [1.376, 3.386, 1.421], [2.252, 3.249, 2.730], [0.772, 1.541, -2.413], [0.915, 0.199, -1.667], [-0.035, 0.288, -0.438], [0.127, -0.943, 0.284], [-0.588, -0.981, 1.490], [0.405, -0.768, -2.645], [-0.254, 1.772, -2.700], [1.447, 1.800, -3.228], [1.096, 2.216, -1.621], [1.908, -0.040, -1.285], [-1.071, 0.454, -0.733], [0.340, 1.178, 0.068], [-0.240, -0.159, 2.116], [-0.376, -1.930, 1.982], [-1.629, -0.953, 1.170], [-0.594, -0.690, -2.773], [0.594, -1.731, -2.409], [-0.023, -0.727, 5.447], [-0.096, -2.222, 5.622], [-1.144, -2.711, 6.679], [-1.014, -2.197, 8.048], [0.155, -2.685, 8.734], [-0.351, -2.896, 4.353], [0.800, -0.260, 4.906], [-0.163, -0.266, 6.425], [-0.945, -0.367, 4.992], [0.874, -2.699, 5.764], [-1.242, -3.789, 6.808], [-2.124, -2.330, 6.392], [0.126, -2.337, 9.766], [1.089, -2.504, 8.202], [0.028, -3.761, 8.857], [-0.605, -3.869, 4.451], [0.508, -2.999, 3.832]], "lowdin_charge": [-0.071, -0.296, -0.085, 0.035, 0.071, 0.074, 0.111, 0.088, 0.080, -0.801, 0.018, 0.182, 0.183, 0.077, 0.121, 0.133, 0.115, -0.738, -0.030, 0.205, 0.168, 0.118, 0.128, 0.131, 0.121, -0.122, -0.492, -0.170, -0.188, -0.090, 0.067, 0.096, 0.088, 0.090, 0.129, 0.102, 0.134, 0.089, 0.065, 0.076, 0.069, 0.018, -0.096, -0.408, -0.188, -0.219, -0.094, 0.043, 0.083, 0.083, 0.073, 0.122, 0.123, 0.123, 0.096, 0.061, 0.093, 0.032, 0.060, -0.067, -0.372, -0.177, -0.207, -0.104, 0.036, 0.081, 0.075, 0.066, 0.134, 0.130, 0.111, 0.088, 0.056, 0.093, 0.060, 0.032, -0.010, -0.313, -0.133, -0.185, -0.077, 0.345, 0.098, 0.097, 0.099, 0.180, 0.129, 0.140, 0.100, 0.085, 0.087, 0.157, 0.080], "total_charge": 1, "e_tot_ha": -1761.087098, "s2": 0.754, "gap_ev": [7.72, 2.42], "homo_energy_ev": [-10.341, -10.340], "multiplicity": 2}

{"formula": "C20H59O10Sr", "method": "the ωB97M-V functional and the def2-TZVPD basis", "elements": ["Sr", "C", "C", "O", "H", "H", "H", "H", "H", "C", "C", "O", "H", "H", "H", "H", "H", "H", "C", "C", "O", "H", "H", "H", "H", "H", "H", "C", "C", "O", "H", "H", "H", "H", "H", "H", "C", "C", "O", "H", "H", "H", "H", "H", "H", "C", "C", "O", "H", "H", "H", "H", "H", "H", "C", "C", "O", "H", "H", "H", "H", "H", "H", "C", "C", "O", "H", "H", "H", "H", "H", "H", "C", "C", "O", "H", "H", "H", "H", "H", "H", "C", "C", "O", "H", "H", "H", "H", "H", "H"], "coordinates": [[3.919, 0.318, -0.453], [-0.146, -1.554, -0.796], [0.309, -0.112, -0.796], [1.358, 0.195, 0.075], [-1.022, -1.735, -1.423], [-0.436, -1.902, 0.198], [0.689, -2.177, -1.144], [-0.582, 0.481, -0.507], [0.564, 0.266, -1.804], [-1.316, 1.617, 3.848], [-0.775, 1.133, 2.530], [0.616, 0.835, 2.597], [-2.381, 1.362, 3.852], [-1.196, 2.687, 4.005], [-0.931, 1.034, 4.684], [-1.029, 1.768, 1.671], [-1.321, 0.211, 2.272], [0.831, 0.326, 1.781], [-3.420, -3.611, 0.022], [-4.086, -2.251, 0.159], [-5.496, -2.261, 0.101], [-3.297, -4.146, 0.965], [-2.541, -3.641, -0.618], [-4.109, -4.299, -0.488], [-3.609, -1.544, -0.532], [-3.894, -1.798, 1.135], [-5.804, -2.541, -0.768], [-0.505, 5.540, -0.080], [0.216, 4.221, 0.209], [0.780, 3.799, -1.041], [-1.151, 5.808, 0.754], [-1.116, 5.385, -0.972], [0.166, 6.345, -0.377], [-0.543, 3.481, 0.487], [0.994, 4.310, 0.972], [1.226, 2.956, -0.911], [4.132, 3.193, 3.620], [3.770, 2.759, 2.224], [3.785, 1.314, 2.080], [4.002, 4.278, 3.639], [5.140, 2.931, 3.943], [3.483, 2.783, 4.396], [4.374, 3.321, 1.501], [2.762, 3.112, 1.980], [2.827, 1.106, 2.101], [-1.251, -2.699, 3.399], [-0.211, -3.788, 3.495], [0.230, -4.254, 2.229], [-1.536, -2.234, 4.345], [-2.179, -3.152, 3.038], [-0.863, -1.890, 2.780], [-0.631, -4.594, 4.109], [0.683, -3.412, 4.004], [-0.288, -5.027, 1.984], [-3.966, 3.252, -0.147], [-3.770, 2.093, -1.110], [-5.048, 1.533, -1.406], [-3.006, 3.744, 0.070], [-4.331, 2.991, 0.849], [-4.607, 4.028, -0.558], [-3.066, 1.317, -0.780], [-3.262, 2.474, -1.999], [-5.350, 1.099, -0.601], [3.074, -4.202, 0.313], [3.506, -2.925, 1.010], [4.210, -2.071, 0.091], [3.876, -4.721, -0.224], [2.204, -4.128, -0.339], [2.754, -4.914, 1.079], [4.145, -3.185, 1.859], [2.604, -2.511, 1.464], [4.926, -2.624, -0.246], [-1.107, 2.095, -4.184], [-1.729, 0.752, -4.488], [-3.091, 0.885, -4.905], [-0.090, 2.055, -3.788], [-1.731, 2.728, -3.554], [-0.984, 2.572, -5.159], [-1.641, -0.005, -3.700], [-1.220, 0.354, -5.372], [-3.587, 1.140, -4.114], [3.386, -2.275, -4.647], [3.114, -1.994, -3.185], [4.049, -0.960, -2.707], [2.743, -3.103, -4.963], [4.390, -2.667, -4.828], [3.164, -1.449, -5.321], [3.303, -2.915, -2.631], [2.117, -1.607, -2.995], [4.831, -1.107, -3.255]], "lowdin_charge": [1.667, -0.080, -0.450, -0.451, 0.065, 0.066, 0.053, 0.091, 0.087, -0.073, -0.335, -0.115, 0.078, 0.072, 0.078, 0.088, 0.092, 0.023, -0.081, -0.334, -0.068, 0.062, 0.058, 0.077, 0.096, 0.105, 0.089, -0.079, -0.296, -0.094, 0.077, 0.073, 0.075, 0.083, 0.098, 0.046, -0.072, -0.295, -0.182, 0.088, 0.081, 0.086, 0.114, 0.103, 0.054, -0.079, -0.318, -0.088, 0.083, 0.068, 0.050, 0.116, 0.111, 0.087, -0.076, -0.312, -0.074, 0.053, 0.076, 0.083, 0.097, 0.087, 0.083, -0.080, -0.259, -0.244, 0.082, 0.072, 0.082, 0.125, 0.120, 0.102, -0.086, -0.324, -0.072, 0.060, 0.059, 0.080, 0.097, 0.110, 0.071, -0.069, -0.243, -0.229, 0.094, 0.088, 0.089, 0.109, 0.110, 0.089], "total_charge": 1, "e_tot_ha": -1580.247539, "gap_ev": 7.34, "homo_energy_ev": -11.279, "multiplicity": 1}